(1)
Density functional theory data (ωB97M-V/def2-TZVPD) for a 3-piece molecular cluster, C16H16FNO7 overall.

Cartesian coordinates (Å):
1 C 1.84001 -0.19954 2.58668
2 C 1.98053 -1.64925 2.14221
3 O 1.98444 -1.78970 0.74544
4 C 0.96996 -2.60054 2.78940
5 O -0.31427 -2.59899 2.14362
6 C -1.23719 -1.80890 2.68718
7 O -1.14224 -1.12934 3.67730
8 N -2.45052 -1.91542 1.89091
9 F -3.49497 -1.57236 2.76371
10 H 0.80907 0.09767 2.75470
11 H 2.24984 0.44594 1.81308
12 H 2.39237 -0.01046 3.50197
13 H 2.94661 -2.02282 2.47966
14 H 1.25699 -1.30272 0.35433
15 H 1.34900 -3.61091 2.66757
16 H 0.86239 -2.40292 3.85003
17 H -2.43500 -1.12385 1.25328
18 C -2.96297 -2.10235 -2.68255
19 C -2.36701 -1.49911 -1.65959
20 C -0.91553 -1.24153 -1.65119
21 O -0.38735 -0.70406 -0.69427
22 C -0.12900 -1.66492 -2.83024
23 C -0.71695 -2.26433 -3.86221
24 C -2.17993 -2.53264 -3.87074
25 O -2.71270 -3.07713 -4.80972
26 H -4.02538 -2.30664 -2.70389
27 H -2.91338 -1.16461 -0.79149
28 H 0.93464 -1.46562 -2.79830
29 H -0.16692 -2.58733 -4.73643
30 C 0.99361 5.25813 -1.23385
31 C 1.96462 4.93852 -0.38270
32 C 1.96192 3.63884 0.33520
33 O 2.84559 3.34541 1.11025
34 C 0.83528 2.71118 0.06672
35 C -0.13523 3.03044 -0.78434
36 C -0.13281 4.32872 -1.50316
37 O -1.01453 4.61833 -2.28202
38 H 0.97461 6.19922 -1.76840
39 H 2.79545 5.59972 -0.17233
40 H 0.85141 1.76900 0.59874
41 H -0.96442 2.36688 -0.99454

As for the SMILES: C[C@H](O)COC(=O)NF.O=C1C=CC(=O)C=C1.O=C1C=CC(=O)C=C1. The LUMO energy comes out at -2.08 eV.

---

(2)
Density functional theory data (ωB97M-V/def2-TZVPD) for C2H3Br3N2O as an isolated structure in a non-equilibrium geometry.

Cartesian coordinates (Å):
1 C 0.10769 -0.15270 0.58505
2 C 1.62193 0.04041 0.76173
3 N -0.56050 0.87887 1.10258
4 N -1.04218 -0.08181 -2.40548
5 O -0.37929 -1.32273 0.24880
6 Br -2.32574 0.96816 1.40439
7 Br -0.95742 -1.63916 -1.82291
8 Br -2.34318 1.14692 -1.97276
9 H 1.90237 0.20962 -0.26640
10 H 1.99086 -0.95028 0.94541
11 H 1.98547 0.90271 1.41960

The energy above the lowest of the compared OMol25 structures with the same formula, charge and spin is 3.039 eV. The LUMO energy (spin up / spin down) comes out at -2.55 / -1.99 eV.

---

(3)
Density functional theory data (ωB97M-V/def2-TZVPD) for one molecule with the formula C5H9FO2 in a non-equilibrium geometry.

Cartesian coordinates (Å):
1 C -2.01802 -0.27991 0.01106
2 C -0.63021 -0.67612 -0.51120
3 C 0.31030 0.47710 -0.19305
4 C 1.16284 0.41612 1.11553
5 C 1.79417 0.39364 -0.26014
6 H -2.55395 -1.26667 -0.05077
7 H -1.89370 0.09053 1.13606
8 H -2.42160 0.55020 -0.61576
9 H -0.58689 -0.84461 -1.60756
10 H -1.27925 1.57633 0.07762
11 H 1.17560 1.38129 1.58160
12 H 1.16573 -0.53873 1.66389
13 H 2.40098 1.19945 -0.77211
14 H 1.57638 -1.51007 -0.41994
15 O -0.29550 1.73934 -0.60381
16 O 2.23929 -0.87468 -0.61992
17 F -0.14618 -1.83321 0.06851

As for the SMILES: C[C@H](F)[C@@]1(O)C[C@H]1O. The energy above the lowest of the compared OMol25 structures with the same formula, charge and spin is 3.076 eV. The LUMO energy comes out at 0.71 eV.

---

(4)
Density functional theory data (ωB97M-V/def2-TZVPD) for C2H4NOP as an isolated structure in a non-equilibrium geometry.

Cartesian coordinates (Å):
1 C -1.31916 0.20998 0.87374
2 C 1.41256 -0.63187 -0.33037
3 N -0.90662 1.06285 -0.07713
4 O -0.95499 -0.90493 1.10402
5 P 0.38206 0.54612 -0.81815
6 H -2.29301 0.57529 1.39044
7 H 2.24565 -1.12921 -0.67346
8 H 0.79990 -1.19067 0.46303
9 H 0.63362 1.46244 -1.93213

The energy above the lowest of the compared OMol25 structures with the same formula, charge and spin is 2.024 eV. The LUMO energy comes out at -0.14 eV.